Density functional theory data (ωB97M-V/def2-TZVPD) for 10 unconnected molecules or ions with the total composition C58H140NO36P9.

Results
2S+1 = 1
SMILES = CCOP(=O)(OCC)OCC.CCOP(=O)(OCC)OCC.CCOP(=O)(OCC)OCC.CCOP(=O)(OCC)OCC.CCOP(=O)(OCC)OCC.CCOP(=O)(OCC)OCC.CCOP(=O)(OCC)OCC.CCOP(=O)(OCC)OCC.CCOP(=O)(OCC)OCC.c1cc[nH]c1
Orbital gap = 8.593 eV

Structure (XYZ):
```
244
Properties=species:S:1:pos:R:3:forces:R:3
C 4.259152 -3.489623 11.903699 0.34 -1.03 0.77
C 3.774542 -2.164593 11.403749 0.55 -1.57 -0.48
O 4.908202 -1.291793 11.419929 0.60 2.58 1.43
P 5.038312 -0.121953 12.568819 -0.27 0.22 1.09
O 6.188202 0.835437 12.665929 -1.51 -1.96 -0.84
O 4.830952 -1.010823 13.939939 0.36 -0.64 -3.16
C 5.162312 -0.582733 15.214219 -1.03 1.75 1.49
C 4.150442 0.514597 15.583979 0.44 -0.37 1.36
O 3.622152 0.656707 12.443839 0.34 -1.82 -0.64
C 3.483392 2.016607 12.075389 0.19 1.20 0.48
C 2.008642 2.390967 11.933859 0.14 -0.67 0.45
H 5.079982 -3.895423 11.312369 0.14 0.45 -0.27
H 4.644862 -3.436043 12.921759 -0.38 -0.14 0.14
H 3.484742 -4.245583 11.773639 -0.26 0.03 0.47
H 3.571612 -2.455633 10.373109 -0.41 1.21 -0.34
H 2.885942 -1.811713 11.927179 0.25 0.34 -0.09
H 5.042952 -1.388413 15.938599 0.01 -0.38 -0.40
H 6.176572 -0.203893 15.340149 0.13 -0.02 -0.57
H 4.114962 1.297677 14.826599 -0.10 0.00 0.32
H 3.171692 0.111057 15.843389 -0.23 -0.20 -0.88
H 4.416402 0.890287 16.572019 0.46 0.64 -0.11
H 3.947332 2.504377 12.932669 -0.24 0.86 -0.16
H 4.051782 2.343967 11.204839 0.15 -0.61 -0.20
H 1.467212 1.839777 11.164999 0.35 -0.20 -0.16
H 1.543732 2.115017 12.880329 -0.28 0.32 0.03
H 1.859652 3.446897 11.708229 0.24 0.02 0.26
C 15.396222 1.143277 4.747409 0.44 0.81 -0.37
C 14.954192 1.533667 3.308299 0.40 -1.64 0.91
O 14.063392 2.636737 3.455259 -0.61 0.60 -0.77
P 13.125862 2.953027 2.193669 0.73 -0.14 -0.66
O 12.464852 4.261997 2.169159 -0.03 -0.57 0.41
O 14.245362 2.820287 0.992509 -2.05 -2.01 1.86
C 13.874872 2.592857 -0.381931 2.39 1.79 -0.43
C 15.262012 2.542787 -1.120431 -1.79 -0.07 -1.07
O 12.119222 1.670307 2.179599 1.11 1.17 -0.41
C 10.901992 1.806167 2.967499 0.18 -0.26 -0.74
C 10.486112 0.397097 3.421699 -0.63 0.39 0.73
H 14.701112 0.467317 5.245399 -0.31 0.32 -0.16
H 16.371722 0.676917 4.885299 0.12 -0.05 -0.68
H 15.472842 2.091437 5.279609 -0.18 -0.11 0.34
H 15.702452 1.764787 2.550149 0.42 0.26 0.61
H 14.452812 0.654997 2.902509 -0.47 0.10 -0.18
H 13.243562 1.784687 -0.751291 -0.04 -0.52 1.21
H 13.360372 3.534447 -0.573691 -0.05 -0.09 -1.01
H 14.941772 2.312907 -2.136641 0.21 0.49 -0.54
H 15.776372 3.503697 -1.106171 -0.04 -0.17 0.14
H 15.950722 1.711757 -0.968221 -0.25 0.03 1.02
H 11.023342 2.516037 3.785699 0.53 -0.37 0.32
H 10.190492 2.349517 2.345699 -0.30 -0.54 -0.24
H 10.339702 0.487777 4.498009 -0.26 -0.32 0.08
H 9.554802 0.037707 2.983959 -0.09 0.33 -0.07
H 11.171162 -0.441523 3.297029 0.56 0.60 -0.32
C -8.445418 14.196637 5.432009 2.01 -0.16 1.76
C -7.318778 13.377187 6.243629 -2.05 1.24 -0.65
O -6.829538 12.444787 5.279859 0.01 -1.68 0.30
P -7.206218 10.877607 5.397449 0.92 -2.32 -0.77
O -7.209008 10.215527 6.742459 -0.75 1.63 -1.41
O -8.418878 10.603577 4.353829 -0.07 -0.33 1.96
C -9.075478 9.222877 4.214149 -0.59 2.53 -0.55
C -10.412318 9.617007 3.524589 0.47 -0.97 -0.35
O -6.080938 10.169117 4.477319 -0.01 0.78 -0.58
C -4.916838 9.645697 5.114429 -0.13 0.88 1.45
C -3.639218 9.584867 4.321329 0.55 -1.10 -0.69
H -7.885058 14.731337 4.665089 -0.26 -0.63 -0.65
H -9.216198 13.497207 5.108289 0.06 0.42 -0.23
H -8.802758 15.048087 6.011199 -0.54 -0.39 0.42
H -6.548138 14.052797 6.614789 0.37 -0.13 -0.59
H -7.658458 12.862577 7.142459 -0.42 -0.14 -0.18
H -8.378718 8.672097 3.582259 -0.29 -0.06 -0.01
H -9.275398 8.696227 5.147299 0.49 0.42 0.22
H -11.265358 9.868137 4.154959 0.48 0.10 0.54
H -10.258198 10.446217 2.834119 0.14 -0.15 0.01
H -10.756258 8.752907 2.956129 0.00 -0.05 -0.24
H -4.694408 10.326187 5.936369 -0.17 -0.35 0.48
H -5.225918 8.676817 5.506639 0.34 0.01 0.11
H -2.779068 10.088917 4.761979 -0.43 0.65 0.06
H -3.298428 8.551107 4.378869 -0.04 -0.22 -0.49
H -3.729298 9.858907 3.270199 -0.10 0.04 0.09
C -1.759338 -16.505933 -11.571131 -0.95 0.02 -0.90
C -3.128068 -17.105523 -11.210171 0.18 0.45 -0.56
O -3.088178 -17.305603 -9.809701 -1.65 0.40 3.35
P -4.316398 -16.900523 -8.777841 0.18 2.54 -0.71
O -5.450708 -16.215603 -9.469271 1.09 -1.37 0.50
O -4.627458 -18.214893 -7.934551 0.34 3.48 0.49
C -5.004828 -19.312463 -8.656841 0.66 -3.37 -0.54
C -6.364278 -19.878943 -8.360511 -1.27 0.36 0.48
O -3.694678 -15.879623 -7.637741 0.05 -3.11 -1.02
C -4.619378 -15.182463 -6.819461 -0.25 2.77 0.24
C -4.123138 -13.758173 -6.977521 -0.91 1.56 -1.01
H -0.928738 -17.180593 -11.363691 -0.04 0.32 0.30
H -1.712568 -16.209793 -12.619091 -0.12 -0.53 -0.34
H -1.718908 -15.515333 -11.118181 0.41 -0.32 0.71
H -3.923168 -16.428883 -11.523321 -0.05 0.21 0.35
H -3.428958 -18.077823 -11.600301 0.66 -0.06 -0.56
H -4.920308 -19.196533 -9.737361 0.32 0.25 0.00
H -4.241568 -20.000173 -8.292691 -0.06 -0.78 -0.77
H -7.006328 -19.803903 -9.238141 -0.11 -0.03 0.12
H -6.406968 -20.903273 -7.990341 0.51 -0.10 -0.29
H -6.837838 -19.317673 -7.555011 -0.05 0.28 -0.07
H -5.622708 -15.170663 -7.245231 0.00 -0.52 0.05
H -4.684138 -15.325413 -5.740821 0.51 -1.52 -0.11
H -4.716418 -12.939753 -6.569701 -0.45 -0.44 0.89
H -3.099988 -13.510103 -6.695161 0.09 -0.63 -0.21
H -4.344268 -13.559133 -8.026131 0.94 0.15 -0.39
C -0.047258 -3.492133 -1.801481 0.63 -0.87 0.80
C 1.095152 -2.458493 -1.433201 -2.25 -1.20 -0.63
O 0.428742 -1.606633 -0.465041 -0.01 -0.04 -0.23
P 1.309142 -0.733183 0.477599 0.38 0.90 1.75
O 2.485092 -1.412973 1.071759 -0.86 0.44 -0.21
O 0.268452 -0.029333 1.523579 1.54 -0.95 -0.19
C 0.561722 -0.105153 2.961829 -0.04 1.02 0.63
C 1.702782 0.804387 3.550189 0.07 -1.34 -1.79
O 1.650242 0.498207 -0.450661 -0.22 -0.21 0.34
C 2.926172 1.086997 -0.366461 0.38 2.91 -0.29
C 2.865632 2.657067 -0.259161 0.31 -0.51 -0.55
H -0.727668 -3.716233 -0.979941 0.32 0.67 0.67
H -0.780418 -3.309693 -2.587161 0.75 0.60 -0.48
H 0.370152 -4.492653 -1.914681 0.31 0.05 -0.68
H 1.997012 -2.919093 -1.029961 -0.35 -0.16 0.42
H 1.419432 -1.932733 -2.331271 -0.27 0.53 0.15
H -0.345858 0.322307 3.388059 -0.22 -0.68 0.07
H 0.733402 -1.143563 3.245249 -0.18 0.10 -0.03
H 2.017292 0.455537 4.533799 -0.70 0.30 0.29
H 2.601582 0.572457 2.978799 0.15 0.38 -0.33
H 1.449572 1.861357 3.467799 0.12 -0.12 0.30
H 3.535132 0.868367 0.510729 -0.16 -1.18 -0.27
H 3.361392 0.838497 -1.334421 0.71 0.01 0.38
H 2.148872 3.121967 -0.936091 -0.03 -0.15 -0.01
H 2.756652 3.098217 0.731599 -0.48 -0.55 0.21
H 3.862812 2.994417 -0.541871 0.09 0.06 -0.31
C 3.240712 14.935427 -5.491651 0.50 1.53 0.28
C 3.804752 14.588787 -4.139151 0.84 0.71 -0.61
O 4.618802 13.427957 -4.254451 -0.28 -2.28 1.93
P 4.746712 12.414107 -2.974671 -0.38 -1.70 -3.83
O 4.540662 12.895687 -1.631291 -0.48 0.73 1.00
O 3.747472 11.167987 -3.450101 5.48 2.02 0.09
C 2.412922 11.207187 -3.296861 -2.69 -0.38 -1.10
C 1.658532 11.320267 -4.668181 -0.59 -0.93 -0.12
O 6.194442 11.817727 -3.270951 -3.60 -0.09 -3.33
C 7.048012 11.574307 -2.263051 3.35 0.34 1.78
C 8.365282 10.855567 -2.760241 -1.01 0.24 0.60
H 3.011942 15.988317 -5.326751 -0.76 0.21 -0.27
H 4.020342 15.033307 -6.247091 -0.06 -0.72 -0.15
H 2.346152 14.402207 -5.813431 0.31 -0.12 0.06
H 4.585702 15.282687 -3.828161 -0.68 0.92 -0.02
H 2.986602 14.632677 -3.420261 0.23 -0.82 0.40
H 2.289772 10.192557 -2.918121 -1.45 0.25 0.49
H 2.105142 12.001797 -2.617181 -0.24 -0.21 0.26
H 2.023192 11.952727 -5.477571 0.49 0.50 0.63
H 1.586062 10.353897 -5.167151 0.57 -0.40 0.18
H 0.589342 11.510177 -4.574031 -0.02 0.55 0.55
H 7.307072 12.593487 -1.976261 0.70 -0.18 1.01
H 6.534432 11.092717 -1.430941 0.41 -0.30 0.12
H 8.251422 9.772517 -2.806551 -0.11 0.04 -0.10
H 8.704782 11.218837 -3.730231 -0.38 0.11 -0.05
H 9.183992 11.068047 -2.072731 -0.15 0.00 0.21
C -6.566648 2.961587 7.504699 -1.17 0.31 -0.52
C -7.574188 2.362387 6.406359 0.62 1.01 0.67
O -6.949508 1.233227 5.819859 -1.07 -1.71 -0.45
P -7.720098 0.460937 4.630449 0.19 -0.24 -0.94
O -7.123238 -0.822533 4.293779 0.55 -0.30 0.08
O -9.279468 0.306437 5.011679 1.17 0.79 0.25
C -10.311688 0.084987 4.022389 0.06 -0.22 -0.04
C -10.893008 -1.306623 3.991299 0.32 0.29 1.41
O -7.699968 1.499067 3.392569 0.31 -0.28 -0.18
C -6.667258 1.601737 2.342019 0.80 0.61 -0.02
C -5.812668 2.840877 2.594849 -0.80 1.19 1.08
H -5.633348 3.397627 7.148439 -0.17 -0.24 -0.66
H -7.025098 3.763457 8.083409 -0.45 0.20 -0.35
H -6.271768 2.288887 8.310069 -0.29 -0.75 -0.49
H -8.581888 2.156707 6.767389 0.30 -0.70 1.01
H -7.900168 2.928327 5.533689 0.88 1.45 0.21
H -11.116608 0.752247 4.330559 0.23 0.44 -0.61
H -9.887158 0.206647 3.025859 -0.20 0.93 0.05
H -11.782878 -1.217573 3.368159 0.32 -0.57 -0.50
H -10.097528 -2.006653 3.735819 -0.52 -0.27 -0.45
H -11.269468 -1.558333 4.982779 0.06 -0.17 0.11
H -5.941318 0.799367 2.210439 -0.82 -0.84 0.66
H -7.196158 1.739087 1.398889 -0.22 -0.28 0.22
H -5.743948 2.997127 3.671399 -0.13 -0.11 0.22
H -4.768038 2.935677 2.298409 -0.20 -0.74 -0.71
H -6.363378 3.707897 2.230019 0.21 0.20 -0.07
C 5.909252 -3.333953 -7.341681 -0.65 -0.71 -0.92
C 6.705492 -2.339213 -6.552791 -0.80 0.31 -1.32
O 7.078732 -2.870173 -5.309171 1.89 -1.10 1.51
P 8.448432 -3.740123 -5.160831 1.55 0.36 0.11
O 9.671652 -3.249933 -5.839961 -1.47 -0.05 0.65
O 8.725712 -3.992363 -3.576471 -1.45 0.56 -1.50
C 7.571532 -4.272703 -2.742101 0.38 0.05 1.90
C 7.722672 -5.639243 -2.044211 -0.14 0.40 -1.09
O 8.040422 -5.197303 -5.657581 -2.83 3.09 -0.88
C 8.825012 -6.252253 -5.457931 2.39 -3.83 0.45
C 8.394322 -7.484173 -6.264801 -0.68 -0.12 0.29
H 6.344352 -4.316093 -7.526591 0.63 0.24 0.03
H 4.944762 -3.592003 -6.904321 -0.06 0.39 0.36
H 5.692112 -2.881163 -8.309111 -0.04 -0.06 -0.15
H 7.527142 -1.923843 -7.136261 0.45 -0.40 0.24
H 6.030702 -1.492083 -6.429721 0.14 0.11 0.76
H 7.622292 -3.533393 -1.942761 -0.16 0.34 -0.22
H 6.613082 -4.161903 -3.249241 0.23 -0.05 -0.23
H 8.783432 -5.789963 -1.843751 -0.05 -0.27 -0.15
H 7.196872 -5.728123 -1.093561 -0.18 0.32 -0.15
H 7.302982 -6.356623 -2.749421 0.38 -0.55 0.32
H 9.885612 -6.090653 -5.650561 0.12 0.53 -0.41
H 8.835002 -6.532003 -4.404481 -0.27 -0.13 0.22
H 8.874202 -8.360013 -5.828081 0.29 0.01 -0.24
H 7.329012 -7.693573 -6.167981 -0.21 0.25 0.33
H 8.532052 -7.462323 -7.345841 0.55 0.32 0.09
C -10.234068 -1.351113 -4.871571 0.81 -0.51 -0.94
C -10.680408 -0.155813 -5.742241 -2.34 -1.30 1.84
O -11.013438 0.879717 -4.748791 0.66 1.09 -0.96
P -12.068278 2.032877 -5.096921 0.83 1.96 -1.49
O -12.091738 3.145717 -4.108111 -0.03 -1.77 -1.00
O -13.453478 1.284187 -5.360951 2.03 0.03 -0.55
C -14.130228 0.842997 -4.183641 -1.88 1.01 -0.21
C -14.549768 -0.594633 -4.392491 0.55 -0.04 -0.45
O -11.656098 2.514607 -6.634841 -1.24 -0.46 0.69
C -12.622178 2.774337 -7.740021 0.16 -0.89 0.14
C -12.368328 4.067867 -8.461711 0.50 0.93 0.57
H -10.706938 -1.518023 -3.903771 -0.12 0.96 0.00
H -10.432588 -2.313363 -5.343541 0.00 0.08 -0.64
H -9.150128 -1.326073 -4.759561 -0.01 0.07 0.38
H -10.047738 0.066207 -6.601621 0.41 0.70 0.66
H -11.666098 -0.380093 -6.149941 0.05 -0.34 -0.42
H -13.640048 1.198487 -3.277311 0.22 -0.57 0.05
H -14.987798 1.496427 -4.343991 -0.72 -0.34 1.15
H -13.705308 -1.283813 -4.398161 0.14 0.03 0.20
H -15.318658 -0.994983 -3.731711 0.05 0.37 0.07
H -14.910018 -0.568873 -5.420911 -0.34 -0.40 0.03
H -12.485568 1.998377 -8.493231 0.21 -0.43 0.30
H -13.655798 2.654507 -7.415391 0.16 0.29 0.44
H -12.250308 4.895657 -7.762481 0.03 0.00 0.14
H -11.455998 4.023537 -9.056511 -0.01 -0.07 0.02
H -13.186458 4.368907 -9.116031 -0.13 -0.42 -0.04
C 2.647812 -12.918323 -3.782251 -1.71 0.27 -2.42
C 2.344812 -13.778853 -2.744291 0.50 -0.88 2.02
C 1.845422 -14.979223 -3.200981 0.33 1.06 -0.97
N 1.726832 -14.830643 -4.584841 0.13 1.21 0.78
C 2.111552 -13.513083 -4.923981 1.10 -1.44 0.45
H 3.018852 -11.904283 -3.761071 -0.03 -0.12 0.22
H 2.540612 -13.501663 -1.719001 -0.09 -0.39 0.13
H 1.566402 -15.868483 -2.655301 0.02 0.06 -0.28
H 1.653652 -15.613003 -5.219401 -0.29 0.41 0.00
H 2.092182 -13.167773 -5.947111 0.02 -0.18 0.06
```
Positions in Å, forces in eV/Å.